# C4H7I2O3S

A molecular structure, C4H7I2O3S at a distorted geometry (the ωB97M-V functional and the def2-TZVPD basis, the Open Molecules 2025 dataset).

The LUMO energy is 2.73 eV. Its molecular weight is 388.97 u. The orbital gap comes out at 0.271 Ha. Its total energy is -1375.9200 Eh. The net charge is -1.

Last column: natural (NBO) charge in e.
Positions of all 17 atoms, in Å:
C: 1.07776 -1.14868 -1.08817  -0.608
C: 1.23451 1.01226 0.40147  -0.617
C: 0.61261 0.26656 -0.72921  -0.403
C: -0.85956 0.11010 -0.56896  -0.554
O: -1.19837 1.24528 2.18789  -0.995
O: -0.69672 -1.14687 1.99179  -1.006
O: -2.91611 -0.29233 1.48253  -0.994
S: -1.48706 -0.03641 1.58474  2.382
I: -1.95390 1.89212 -1.02818  0.106
I: -2.06749 -1.54878 -1.08303  0.188
H: 0.52502 -1.99020 -0.42594  0.232
H: 0.93724 -1.30677 -2.18060  0.205
H: 2.12067 -1.36017 -0.90639  0.199
H: 0.85267 0.47527 1.36883  0.251
H: 2.33316 1.07569 0.26084  0.199
H: 0.72303 1.94258 0.37231  0.224
H: 0.76253 0.81036 -1.63992  0.189